Computed, not measured: C10H13BF2N2O in the gas phase at a distorted geometry, with ωB97M-V/def2-TZVPD.

Last column: Löwdin charge in e.
Geometry (Å):
C  -2.3643  -0.9139  1.6002  -0.05
C  -1.8496  -2.0589  0.7673  -0.40
N  -2.9224  -2.8234  0.1399  0.05
C  -0.8703  -1.5558  -0.2951  -0.43
O  -1.2475  -1.2933  -1.4181  0.06
N  0.4416  -1.3579  0.1226  0.10
C  1.4368  -0.6957  -0.6746  -0.16
B  2.8100  -0.9686  0.1267  -0.55
F  2.8064  -0.7184  1.4364  0.24
F  4.0175  -1.0326  -0.4462  0.24
C  1.2619  0.7769  -0.7054  -0.16
C  0.0621  1.3262  -1.1864  -0.02
C  -0.1803  2.6751  -1.1262  -0.08
C  0.7462  3.5193  -0.5628  -0.09
C  1.9430  2.9987  -0.0900  -0.07
C  2.1986  1.6560  -0.1742  -0.04
H  -3.1556  -1.2609  2.3047  0.10
H  -2.8219  -0.1836  0.9272  0.08
H  -1.5570  -0.3620  2.1230  0.09
H  -1.2945  -2.7067  1.4173  0.13
H  -3.4904  -2.1645  -0.3709  0.07
H  -2.5551  -3.4660  -0.5481  0.08
H  0.7004  -1.4387  1.0967  0.13
H  1.4811  -1.1274  -1.6624  0.15
H  -0.6967  0.6483  -1.5740  0.10
H  -1.1402  3.0527  -1.4632  0.11
H  0.5075  4.5569  -0.4164  0.10
H  2.6132  3.6890  0.4063  0.11
H  3.1195  1.2292  0.2459  0.11

Force components x, y, z for each atom (eV/Å):
C -0.604 0.717 0.250
C 0.436 -0.631 -0.609
N -0.107 0.358 0.671
C 0.789 0.620 0.749
O 0.189 -0.384 -0.225
N -1.579 -0.593 0.067
C 1.699 -1.138 0.661
B 0.543 1.605 -0.872
F -0.021 -0.866 0.093
F -0.736 -0.499 0.269
C -0.777 1.591 -0.347
C 0.062 -0.974 -0.210
C -0.599 0.153 -0.066
C 0.318 -0.011 0.315
C -0.273 1.176 0.165
C 0.609 -1.123 0.237
H 0.750 0.221 -0.387
H -0.149 0.065 0.055
H -0.430 -0.522 -0.114
H 0.311 -0.652 0.439
H -0.222 0.038 -0.241
H 0.109 -0.033 -0.024
H -0.659 -0.135 -0.021
H -0.165 -0.118 -0.422
H 0.295 0.350 -0.020
H 0.110 0.029 -0.046
H 0.087 0.313 -0.092
H 0.267 -0.207 -0.065
H -0.256 0.652 -0.209

Computed properties:
F_max (eV Å⁻¹): 2.149
HOMO-LUMO gap (eV): 9.65
LUMO level (Ha): 0.012
E_HOMO (Eh): -0.3428
Relative energy (zero: lowest compared OMol25 entry of this formula, charge and spin) (kJ/mol): 0.0
Spin multiplicity: 1
SMILES: C[C@@H](N)C(=O)N[C@H](B(F)F)c1ccccc1

Computed, not measured: a gas-phase ion, C10H13Br2N2 (charge +1) at a distorted geometry, with ωB97M-V/def2-TZVPD.

Last column: Löwdin charge in e.
Geometry (Å):
C  -0.1072  -0.4438  -2.8755  0.02
C  -0.5545  -0.0797  -1.5050  -0.27
N  -1.2715  0.8034  -1.0586  0.18
C  -1.5663  0.7666  0.3052  -0.18
C  -2.2835  1.9762  0.9173  0.03
C  -0.8889  -0.3382  0.7819  -0.20
C  -0.7227  -0.8457  2.1960  0.02
N  -0.3740  -1.1187  -0.3217  0.05
C  0.9383  -1.6992  0.0061  -0.09
C  2.0749  -1.0419  -0.1223  -0.65
Br  3.7602  -1.7298  0.4561  0.85
C  2.2646  0.3668  -0.4251  -0.31
C  1.8090  1.2140  0.4668  -0.53
Br  2.3288  3.0812  0.3774  0.72
H  0.9682  -0.3848  -2.7754  0.07
H  -0.5368  0.2208  -3.6489  0.11
H  -0.3988  -1.5517  -3.2217  0.15
H  -3.2251  1.7123  1.3608  0.08
H  -2.4640  2.5491  -0.0034  0.09
H  -1.5694  2.4733  1.5475  0.08
H  0.1958  -0.4993  2.5522  0.07
H  -0.8694  -1.9133  2.2891  0.10
H  -1.4761  -0.4572  2.8005  0.08
H  -0.9705  -1.9012  -0.6717  0.22
H  0.7894  -2.6933  0.4200  0.14
H  2.9789  0.6725  -1.1471  0.10
H  1.1706  0.8619  1.2997  0.07

Force components x, y, z for each atom (eV/Å):
C -0.716 -1.998 -0.492
C -0.261 -2.060 -0.285
N -1.502 2.629 -1.219
C 1.846 -1.741 0.859
C 0.985 -1.375 -2.101
C -3.003 0.746 1.451
C -0.741 -0.515 -2.126
N 1.165 0.508 -1.131
C -0.275 -0.946 -0.100
C 0.765 -0.161 0.421
Br -0.568 -0.503 -0.228
C -0.308 -0.147 0.102
C -0.382 1.541 0.751
Br -0.632 -1.277 0.238
H 0.435 -0.069 -0.849
H 0.449 -0.117 0.712
H 0.634 2.331 1.096
H -0.213 -0.037 0.525
H -0.144 0.351 0.674
H -0.106 0.437 0.552
H 1.630 0.037 0.910
H 0.492 -0.364 -0.117
H -1.311 1.061 0.971
H 0.058 0.614 0.744
H 0.598 0.139 -0.125
H 0.460 0.087 -0.752
H 0.648 0.831 -0.483

Computed properties:
F_max (eV Å⁻¹): 3.417
HOMO-LUMO gap (eV): 9.20
LUMO level (Ha): -0.140
Charge: +1
E_HOMO (Eh): -0.4776
Relative energy (zero: lowest compared OMol25 entry of this formula, charge and spin) (kJ/mol): 156.9
Spin multiplicity: 1
SMILES: CC1=NC(C)=C(C)[N@@H+]1/C=C(Br)\C=C\Br

Computed, not measured: a molecular structure, C10H13BrNO8S2 at a distorted geometry, with ωB97M-V/def2-TZVPD.

Last column: Löwdin charge in e.
Geometry (Å):
C  -1.1954  -3.5383  -1.8668  -0.17
C  0.0577  -2.7945  -1.2391  -0.73
Br  1.0803  -2.0581  -2.7620  0.66
C  0.8558  -3.9073  -0.4674  -0.30
S  2.1169  -3.2370  0.6804  0.55
O  3.2635  -4.2039  0.6184  -0.40
O  2.5449  -1.9287  0.1154  -0.41
N  1.5673  -3.2167  2.2675  -0.35
S  1.3493  -1.6473  2.8352  0.55
C  -0.0349  -0.7823  2.0048  -0.18
O  0.9212  -1.7805  4.2709  -0.43
O  2.5843  -0.7980  2.8233  -0.39
H  -2.0275  -3.6283  -1.1435  0.08
H  -0.8260  -4.5383  -2.1817  0.07
H  -1.4728  -2.9720  -2.7728  0.04
H  -0.3065  -2.0149  -0.5500  0.07
H  1.2776  -4.6222  -1.2028  0.10
H  0.0826  -4.4816  0.0922  0.10
H  -0.4461  -0.0919  2.7759  0.06
H  0.3026  -0.1384  1.1671  0.02
H  -0.8722  -1.4525  1.7283  0.06
C  -0.2952  4.9191  0.3189  0.07
C  0.1406  3.6795  0.5641  -0.22
C  -0.3014  2.5195  -0.2651  -0.29
O  0.1346  1.4157  -0.0163  0.11
C  -1.2539  2.7698  -1.3479  0.09
C  -1.6896  4.0076  -1.5882  -0.24
C  -1.2282  5.1716  -0.7770  -0.32
O  -1.6416  6.2847  -1.0477  0.10
O  -2.5677  4.2705  -2.5754  0.10
O  0.9959  3.4195  1.5650  0.12
H  0.0184  5.7679  0.9100  0.13
H  -1.5795  1.9190  -1.9304  0.14
H  -2.7155  5.2309  -2.5378  0.11
H  1.1604  2.4575  1.5342  0.13

Force components x, y, z for each atom (eV/Å):
C 1.234 0.510 -0.211
C -0.894 -1.764 0.240
Br -0.245 -0.026 0.683
C -1.228 0.582 -0.144
S 4.593 -0.097 0.280
O -2.770 0.897 0.208
O -1.840 -1.473 0.860
N -0.488 2.165 -2.191
S 2.212 0.245 3.867
C -0.172 0.681 0.098
O -0.269 -0.402 -2.817
O -2.527 -1.272 -1.233
H 0.448 0.031 -0.365
H -0.545 0.512 0.106
H -0.339 -0.396 0.511
H 0.664 0.026 -0.595
H 0.302 0.629 0.594
H 0.645 0.426 0.024
H 0.471 -0.541 -0.267
H -0.024 -1.090 0.547
H 0.740 0.070 0.088
C -0.321 0.321 -0.318
C 0.652 0.341 0.865
C -0.371 -0.277 -0.533
O 0.124 0.396 -0.060
C 0.147 -0.202 0.159
C -0.426 -0.450 -0.603
C 0.495 0.222 0.663
O -0.253 -0.049 -0.294
O 0.379 0.231 0.500
O -0.577 -0.272 -0.757
H 0.016 -0.022 -0.001
H 0.024 0.008 -0.008
H -0.043 0.119 -0.043
H 0.186 -0.080 0.143

Computed properties:
F_max (eV Å⁻¹): 4.603
HOMO-LUMO gap (eV): 5.95
LUMO level (Ha): 0.007
Charge: -1
E_HOMO (Eh): -0.2114
Spin multiplicity: 1

Computed, not measured: a molecular structure, C10H13ClN2O3W at a distorted geometry, with ωB97M-V/def2-TZVPD.

Last column: Löwdin charge in e.
Geometry (Å):
Cl  -1.4271  -1.6828  -0.2106  0.30
C  1.9193  -2.2546  -2.0891  -0.11
C  2.6305  -1.0512  -1.7598  -0.15
C  1.7596  0.0608  -2.0247  -0.10
H  3.6901  -0.9740  -1.5303  0.16
C  0.4832  -0.4403  -2.4527  -0.40
C  0.6009  -1.8848  -2.5177  -0.12
H  -0.1539  -2.5361  -2.9461  0.16
H  2.3348  -3.2582  -2.0497  0.16
H  1.9919  1.1247  -1.9488  0.17
C  -0.6924  0.4023  -2.7995  -0.01
W  0.8543  -1.2133  -0.4383  1.24
C  2.0874  -0.0818  0.7671  -0.11
C  0.9459  -2.5502  1.2613  -0.10
O  2.8668  0.4729  1.4399  0.24
O  0.7512  -3.1272  2.2488  0.22
H  -0.6748  1.3354  -2.2273  0.11
H  -1.6177  -0.1189  -2.5560  0.07
H  -0.7173  0.6618  -3.8661  0.12
C  -2.9519  2.1506  1.5598  -0.06
N  -2.0205  1.8608  2.6174  0.03
C  -0.7696  1.3904  2.3106  -0.57
N  -0.1855  0.5449  3.2719  0.16
O  -0.2234  1.6042  1.2163  -0.01
H  -2.4539  2.7523  0.7982  0.09
H  -3.8045  2.6869  1.9802  0.10
H  -3.3090  1.2484  1.0447  0.09
H  -2.3573  1.7469  3.5762  0.16
H  0.7969  0.3520  3.0788  0.07
H  -0.3540  0.7782  4.2457  0.12

Force components x, y, z for each atom (eV/Å):
Cl 1.376 0.145 -0.049
C 0.342 0.307 -0.483
C 0.379 -0.131 -1.464
C -0.145 -0.013 -0.643
H -0.247 -0.149 0.269
C 0.706 -0.063 -1.631
C 0.671 0.779 -1.550
H -0.026 -0.071 0.484
H -0.160 0.149 0.094
H -0.001 -0.338 0.202
C -0.438 0.241 0.089
W -4.033 -0.384 3.916
C 4.868 3.606 3.894
C -1.225 -2.858 5.005
O -3.840 -2.619 -3.224
O 1.169 2.418 -4.525
H 0.017 -0.100 -0.110
H -0.011 0.027 -0.129
H 0.192 -0.172 0.188
C -0.373 0.461 -0.612
N 1.635 -0.801 0.459
C -1.006 -0.344 1.057
N 0.289 0.672 -0.683
O 0.245 -1.094 -0.417
H -0.185 0.191 0.199
H 0.157 -0.021 -0.216
H 0.007 0.005 0.339
H 0.125 -0.072 -0.717
H -0.444 0.458 0.401
H -0.045 -0.230 -0.143

Computed properties:
F_max (eV Å⁻¹): 7.201
HOMO-LUMO gap (alpha / beta) (eV): 5.20 / 4.47
LUMO level (alpha / beta) (Ha): -0.383 / -0.409
Charge: +2
E_HOMO (alpha / beta) (Eh): -0.5742 / -0.5728
<S²>: 2.02
Spin multiplicity: 3

Computed, not measured: C10H13ClO in the gas phase at a distorted geometry, with ωB97M-V/def2-TZVPD.

Last column: Löwdin charge in e.
Geometry (Å):
C  -1.0967  0.5591  0.4492  -0.02
C  0.0491  0.6795  0.8647  -0.01
C  -2.3341  0.3705  -0.0355  -0.03
C  -3.0174  -0.9023  -0.0353  -0.47
C  1.1423  0.8751  1.7621  -0.18
C  2.3209  1.3012  0.8380  -0.18
C  3.0399  0.1304  0.0815  -0.19
C  2.4181  -0.2353  -1.2994  -0.28
C  1.0863  -0.8878  -1.1715  -0.58
C  -4.5287  -0.7205  -0.3820  -0.01
O  -2.5170  -1.9891  0.1068  0.07
Cl  1.0178  -2.4040  -0.4438  0.69
H  -3.0453  1.2076  -0.3261  0.12
H  0.9743  1.7118  2.4703  0.14
H  1.4580  0.0122  2.2578  0.10
H  1.7304  1.8530  0.1341  0.09
H  3.0342  1.8136  1.4364  0.09
H  4.1220  0.4021  -0.0445  0.12
H  2.9870  -0.8145  0.6313  0.08
H  2.2424  0.6781  -1.9749  0.14
H  3.0629  -0.8895  -1.8170  0.08
H  0.4833  -0.8413  -1.9947  0.03
H  -4.5968  -1.3350  -1.2928  0.10
H  -5.3099  -0.8643  0.3151  0.07
H  -4.7227  0.2893  -0.5298  0.02

Force components x, y, z for each atom (eV/Å):
C 0.145 0.133 -0.296
C -1.199 -0.757 0.467
C -1.568 1.418 -0.317
C -1.866 0.246 0.166
C 1.451 1.604 -0.830
C -0.461 -1.887 -0.244
C 0.124 0.486 -0.492
C -1.044 2.481 0.538
C 1.699 0.339 1.224
C 1.756 -1.268 -0.787
O 0.435 -0.498 0.187
Cl -0.045 -0.759 0.613
H 1.646 -0.747 0.376
H -0.238 -0.568 -0.289
H -0.022 -1.514 1.131
H 0.906 1.302 -0.747
H 0.556 0.892 0.108
H -0.964 -0.302 0.042
H 0.240 0.237 0.377
H 0.476 -1.077 1.038
H 1.017 -0.872 -0.728
H -1.900 0.376 -1.779
H -0.752 0.348 0.291
H -0.363 -1.529 1.207
H -0.030 1.918 -1.257

Computed properties:
F_max (eV Å⁻¹): 2.745
HOMO-LUMO gap (alpha / beta) (eV): 6.55 / 8.41
LUMO level (alpha / beta) (Ha): -0.048 / 0.006
E_HOMO (alpha / beta) (Eh): -0.2889 / -0.3028
Relative energy (zero: lowest compared OMol25 entry of this formula, charge and spin) (kJ/mol): 445.6
Spin multiplicity: 1

Computed, not measured: 2 unconnected molecules or ions with the total composition C10H13ClSi at a distorted geometry, with ωB97M-V/def2-TZVPD.

Last column: Löwdin charge in e.
Geometry (Å):
C  -2.3902  -0.1137  -3.2880  -0.14
C  -2.5827  1.0633  -2.6851  -0.13
C  -1.4769  -1.0271  -2.7768  -0.08
C  -1.8887  1.4221  -1.5527  -0.13
C  -0.6955  -0.6222  -1.6395  -0.14
C  -0.9195  0.5930  -1.0548  -0.05
C  0.0200  -1.6491  2.6795  -0.04
C  0.9880  -0.9436  2.1509  -0.51
C  2.0763  -1.6888  1.3326  -0.16
C  2.1769  2.2042  1.4725  -0.26
Si  0.8324  0.8964  1.7585  0.41
Cl  -0.4151  1.8590  3.1086  0.27
H  -2.9021  -0.4453  -4.2310  0.12
H  -3.1838  1.6908  -3.2146  0.08
H  -1.4620  -2.0672  -3.2160  0.11
H  -2.0458  2.3750  -1.0348  0.10
H  0.0044  -1.3047  -1.1251  0.07
H  -0.8453  -1.1438  3.0567  0.03
H  0.1328  -2.7965  2.7636  0.11
H  1.9045  -1.6435  0.1571  0.09
H  2.2429  -2.8295  1.4921  0.09
H  3.1570  -1.2410  1.4394  0.08
H  2.2722  2.5711  0.4140  0.04
H  1.8662  3.0325  2.1706  0.02
H  3.1340  1.8086  1.8222  0.01

Force components x, y, z for each atom (eV/Å):
C 0.557 -3.434 -1.893
C 0.762 0.456 0.779
C 0.651 -0.585 1.034
C 0.367 1.497 1.215
C -0.116 -1.834 -0.402
C 0.329 -0.246 0.597
C -0.304 -2.120 0.884
C 2.078 -0.021 -2.275
C 2.340 -0.424 -1.771
C -0.158 0.187 0.150
Si -1.181 0.291 -1.199
Cl -0.097 -0.394 0.021
H 0.223 0.752 1.080
H -1.908 2.186 -0.727
H 0.455 1.318 0.632
H -0.205 -0.212 -0.461
H -0.372 0.147 -0.699
H -0.480 -0.160 0.466
H -0.499 2.021 -0.206
H 0.007 0.232 2.395
H -0.778 1.957 0.298
H -2.012 -0.624 -0.002
H -0.203 -0.465 1.121
H 0.434 -0.686 -0.898
H 0.110 0.157 -0.139

Computed properties:
F_max (eV Å⁻¹): 3.960
HOMO-LUMO gap (alpha / beta) (eV): 6.83 / 8.20
LUMO level (alpha / beta) (Ha): -0.014 / -0.015
E_HOMO (alpha / beta) (Eh): -0.2646 / -0.3161
Relative energy (zero: lowest compared OMol25 entry of this formula, charge and spin) (kJ/mol): 523.4
Spin multiplicity: 1